(w)
Below is an isolated ion of composition C5H15N2 and charge +1, with properties calculated with wB97M-V/def2-TZVPD.

Properties
- Gap between HOMO and LUMO: 10.4 eV
- HOMO level: -13.36 eV

```
! RIJCOSX wB97M-V def2-TZVPD def2/J DEFGRID3
* xyz 1 1
C -1.201 0.654 -0.014
N -1.121 0.157 -1.374
C -1.490 -1.193 -1.840
C 0.205 0.755 0.663
N 1.002 -0.407 0.158
C 2.500 -0.386 0.072
C 0.029 0.737 2.182
H -1.556 1.670 0.159
H -1.886 0.015 0.565
H -1.813 0.718 -1.849
H -2.132 -1.088 -2.704
H -1.930 -1.881 -1.110
H -0.611 -1.737 -2.209
H 0.605 1.700 0.303
H 0.842 -1.181 0.810
H 0.529 -0.803 -0.663
H 2.856 0.122 0.967
H 2.864 0.176 -0.780
H 2.819 -1.420 0.124
H 0.188 -0.248 2.617
H -0.951 1.140 2.414
H 0.797 1.355 2.648
*
```

(x)
Below is a 3-piece molecular cluster, C5H15N2 overall, with properties calculated with wB97M-V/def2-TZVPD.

Properties
- Gap between HOMO and LUMO: 4.8 eV
- HOMO level: -12.84 eV

```
! RIJCOSX wB97M-V def2-TZVPD def2/J DEFGRID3
* xyz 1 1
N -1.845 0.590 -1.251
C -1.814 0.636 0.180
C -2.990 -0.175 0.846
C -0.494 0.132 0.767
N 0.536 1.030 0.256
C 1.849 0.737 0.558
C 2.589 -0.723 0.300
H -2.738 0.506 -1.737
H 2.905 -1.356 -3.001
H 2.227 -0.916 -3.238
H -1.808 1.654 0.499
H -2.878 -0.062 1.919
H -2.801 -1.194 0.578
H -4.044 0.057 0.676
H -0.506 -0.104 1.832
H -0.114 -0.718 0.172
H -1.041 0.802 -1.989
H 2.500 1.491 0.036
H 2.150 0.777 1.640
H 2.844 -0.930 -0.790
H 2.012 -1.626 0.761
H 3.461 -0.608 0.986
*
```

(y)
Below is an isolated ion of composition C5H15N2 and charge +1, with properties calculated with wB97M-V/def2-TZVPD.

Properties
- Gap between HOMO and LUMO: 8.9 eV
- HOMO level: -12.33 eV

```
! RIJCOSX wB97M-V def2-TZVPD def2/J DEFGRID3
* xyz 1 1
C 0.653 -1.492 -0.328
C 0.877 -0.168 -1.055
C 0.893 1.093 -0.172
C -0.511 1.639 0.058
N -1.316 0.689 0.823
C -2.603 0.291 0.230
N 1.825 -1.673 0.646
H -0.212 -1.377 0.321
H 0.681 -2.326 -1.018
H 0.160 -0.043 -1.870
H 1.840 -0.250 -1.579
H 1.319 0.919 0.814
H 1.500 1.811 -0.711
H -0.471 2.685 0.372
H -1.025 1.711 -0.908
H -1.451 1.010 1.771
H -2.446 0.213 -0.843
H -2.874 -0.714 0.536
H -3.333 1.077 0.350
H 2.313 -0.776 0.673
H 1.657 -1.995 1.610
H 2.524 -2.325 0.280
*
```

Relative energies, in kJ/mol, with the most stable structure set to zero: (w) 28.7; (x) 568.7; (y) 0.0.

(w)
Below is a 7-piece molecular cluster, H10O5 overall, with properties calculated with wB97M-V/def2-TZVPD.

Properties
- Gap between HOMO and LUMO: 10.7 eV
- HOMO level: -10.75 eV

```
! RIJCOSX wB97M-V def2-TZVPD def2/J DEFGRID3
* xyz 0 1
H 0.652 1.409 -1.117
H -0.355 1.964 -2.793
H 1.282 -0.123 0.007
H 2.427 -0.319 -0.719
H -0.352 1.589 0.934
H -0.270 0.282 1.913
H -0.522 -1.692 1.231
H -1.878 -0.672 1.845
H 0.372 -1.016 -0.996
H -1.091 -0.580 -1.316
O -0.315 1.948 -1.478
O 1.490 -0.069 -0.971
O 0.301 0.900 1.363
O -0.884 -1.511 2.079
O -0.625 -1.373 -0.866
*
```

(x)
Below is a 5-piece molecular cluster, H10O5 overall, with properties calculated with wB97M-V/def2-TZVPD.

Properties
- Gap between HOMO and LUMO: 11.7 eV
- HOMO level: -11.75 eV

```
! RIJCOSX wB97M-V def2-TZVPD def2/J DEFGRID3
* xyz 0 1
H -0.491 2.011 1.617
H -0.673 1.025 0.474
H 1.328 3.838 2.294
H 2.795 4.035 1.950
H 0.396 -3.187 1.546
H 0.075 -4.376 2.438
H -1.363 -1.026 -4.455
H -1.411 -0.124 -3.233
H 0.141 -1.732 -0.554
H -0.875 -1.308 -1.601
O -1.170 1.536 1.123
O 1.945 4.488 1.940
O 0.780 -3.997 1.900
O -1.468 -0.104 -4.194
O -0.009 -1.078 -1.245
*
```

Relative energies, in kJ/mol, with the most stable structure set to zero: (w) 382.7; (x) 0.0.

(w)
Below is a 5-piece molecular cluster, H10O5 overall, with properties calculated with wB97M-V/def2-TZVPD.

Properties
- Gap between HOMO and LUMO: 11.1 eV
- HOMO level: -11.02 eV

```
! RIJCOSX wB97M-V def2-TZVPD def2/J DEFGRID3
* xyz 0 1
O -3.491 -0.903 2.288
H -3.704 -1.634 1.702
H -2.563 -0.716 2.101
O 0.221 -1.865 -1.493
H -0.532 -1.724 -0.909
H -0.168 -2.135 -2.329
O -1.333 0.175 0.394
H -1.624 1.059 0.634
H -0.398 0.283 0.159
O 1.045 1.547 -0.676
H 0.997 2.437 -0.310
H 0.954 1.658 -1.628
O 3.523 0.221 -0.019
H 2.796 0.845 -0.158
H 4.278 0.753 0.244
*
```

(x)
Below is a 5-piece molecular cluster, H10O5 overall, with properties calculated with wB97M-V/def2-TZVPD.

Properties
- Gap between HOMO and LUMO: 11.9 eV
- HOMO level: -11.33 eV

```
! RIJCOSX wB97M-V def2-TZVPD def2/J DEFGRID3
* xyz 0 1
H -0.540 -1.712 1.059
H 0.324 -2.986 0.966
H -0.458 0.389 1.614
H -0.421 -0.264 3.047
H 0.761 2.089 0.597
H 0.679 0.698 -0.161
H 0.525 -0.188 -1.841
H 0.784 -1.200 -0.695
H -0.473 2.073 -2.742
H -0.728 1.499 -1.331
O -0.117 -2.312 0.412
O -0.866 -0.307 2.175
O 0.139 1.379 0.328
O 1.191 -0.427 -1.160
O -0.801 1.269 -2.269
*
```

Relative energies, in kJ/mol, with the most stable structure set to zero: (w) 75.1; (x) 0.0.

(w)
Below is a 5-piece molecular cluster, H10O5 overall, with properties calculated with wB97M-V/def2-TZVPD.

Properties
- Gap between HOMO and LUMO: 10.9 eV
- HOMO level: -10.58 eV

```
! RIJCOSX wB97M-V def2-TZVPD def2/J DEFGRID3
* xyz 0 1
O 3.205 12.189 17.299
H 2.915 11.277 17.289
H 2.717 12.587 18.020
O 5.580 13.423 17.622
H 6.132 13.364 16.842
H 4.757 13.008 17.365
O 7.262 11.263 18.741
H 7.168 12.163 18.430
H 7.411 10.749 17.947
O 7.562 12.797 15.619
H 8.432 12.661 15.995
H 7.722 13.295 14.818
O 6.760 16.989 17.140
H 6.499 17.247 16.256
H 6.723 16.033 17.133
*
```

(x)
Below is a 5-piece molecular cluster, H10O5 overall, with properties calculated with wB97M-V/def2-TZVPD.

Properties
- Gap between HOMO and LUMO: 11.5 eV
- HOMO level: -11.02 eV

```
! RIJCOSX wB97M-V def2-TZVPD def2/J DEFGRID3
* xyz 0 1
H -2.118 -0.166 -0.254
H -1.882 -1.458 -1.051
H -0.560 1.504 -0.325
H -1.873 1.920 0.332
H 1.358 1.691 1.367
H 0.607 0.402 0.796
H 0.880 -1.697 0.409
H -0.633 -1.355 0.712
H 2.847 -0.802 -1.327
H 1.915 0.299 -0.543
O -2.169 -1.137 -0.183
O -1.553 1.381 -0.486
O 1.039 1.284 0.533
O 0.265 -1.247 1.039
O 1.877 -0.617 -1.019
*
```

(y)
Below is a 5-piece molecular cluster, H10O5 overall, with properties calculated with wB97M-V/def2-TZVPD.

Properties
- Gap between HOMO and LUMO: 12.2 eV
- HOMO level: -11.38 eV

```
! RIJCOSX wB97M-V def2-TZVPD def2/J DEFGRID3
* xyz 0 1
O -5.351 -5.098 -5.923
O 4.961 11.651 9.911
O 1.778 3.586 1.995
O -4.893 -1.498 -6.145
O 3.188 -8.279 0.205
H -5.418 -4.819 -4.998
H 5.302 11.429 9.043
H 1.637 4.388 1.466
H -5.385 -0.992 -6.813
H 4.071 -8.512 -0.082
H -4.512 -5.578 -5.880
H 5.301 11.020 10.553
H 2.060 4.064 2.789
H -5.279 -2.377 -6.268
H 2.540 -8.984 0.150
*
```

(z)
Below is a 5-piece molecular cluster, H10O5 overall, with properties calculated with wB97M-V/def2-TZVPD.

Properties
- Gap between HOMO and LUMO: 10.9 eV
- HOMO level: -10.65 eV

```
! RIJCOSX wB97M-V def2-TZVPD def2/J DEFGRID3
* xyz 0 1
H -1.048 -1.901 1.299
H -0.564 -0.882 0.280
H -0.328 0.638 3.751
H -0.004 -0.199 2.524
H -0.265 3.362 -0.150
H -0.747 3.222 -1.585
H -0.678 1.131 -1.795
H 0.499 0.410 -2.432
H 1.115 -3.309 -0.961
H 2.569 -3.639 -0.665
O -1.312 -1.089 0.851
O -0.657 -0.100 3.226
O 0.016 3.056 -1.020
O -0.033 1.211 -2.507
O 1.918 -2.933 -0.583
*
```

Relative energies, in kJ/mol, with the most stable structure set to zero: (w) 27.7; (x) 0.0; (y) 84.6; (z) 112.4.

(w)
Below is a 5-piece molecular cluster, H10O5 overall, with properties calculated with wB97M-V/def2-TZVPD.

Properties
- Gap between HOMO and LUMO: 11.3 eV
- HOMO level: -10.84 eV

```
! RIJCOSX wB97M-V def2-TZVPD def2/J DEFGRID3
* xyz 0 1
O -13.560 8.643 9.391
H -14.222 9.307 9.164
H -14.070 7.809 9.509
O -13.741 7.754 12.294
H -13.405 8.588 11.940
H -12.951 7.218 12.433
O -11.021 7.572 10.163
H -11.886 7.938 9.900
H -10.521 7.510 9.344
O -15.417 6.509 9.883
H -15.850 7.263 10.304
H -15.218 5.913 10.615
O -16.472 9.577 7.929
H -16.666 9.400 7.001
H -17.298 9.916 8.294
*
```

(x)
Below is a 5-piece molecular cluster, H10O5 overall, with properties calculated with wB97M-V/def2-TZVPD.

Properties
- Gap between HOMO and LUMO: 11.2 eV
- HOMO level: -11.06 eV

```
! RIJCOSX wB97M-V def2-TZVPD def2/J DEFGRID3
* xyz 0 1
O -1.321 1.210 -2.192
H -1.080 0.266 -2.035
H -2.090 1.375 -1.626
O 1.543 1.586 -0.171
H 0.571 1.575 -0.403
H 2.007 1.835 -0.974
O 1.995 -0.754 1.833
H 1.411 -1.103 2.464
H 1.542 -0.170 1.179
O -0.336 -1.238 -1.036
H 0.516 -1.584 -1.384
H -0.255 -1.311 -0.058
O -1.209 -0.344 1.518
H -1.442 -1.068 2.083
H -1.853 -0.275 0.802
*
```

Relative energies, in kJ/mol, with the most stable structure set to zero: (w) 0.0; (x) 23.0.

(w)
Below is H10O5 as an isolated structure, with properties calculated with wB97M-V/def2-TZVPD.

Properties
- Gap between HOMO and LUMO: 7.8 eV
- HOMO level: -8.15 eV

```
! RIJCOSX wB97M-V def2-TZVPD def2/J DEFGRID3
* xyz 0 1
O -0.935 -0.957 -1.190
H -0.378 -1.502 -0.634
H -1.169 -1.525 -1.924
O -0.453 2.240 0.919
H -0.148 2.750 1.668
H -0.082 1.368 1.055
O -0.721 1.026 -1.115
H -0.487 0.972 -0.188
H -0.592 0.138 -1.447
O 1.026 -1.487 -0.132
H 1.410 -0.613 -0.199
H 1.771 -2.064 0.034
O -0.065 0.111 1.070
H -0.017 -0.811 0.817
H 0.840 0.353 1.267
*
```

(x)
Below is H10O5 as an isolated structure, with properties calculated with wB97M-V/def2-TZVPD.

Properties
- Gap between HOMO and LUMO: 8.9 eV
- HOMO level: -8.82 eV

```
! RIJCOSX wB97M-V def2-TZVPD def2/J DEFGRID3
* xyz 0 1
O 0.285 0.528 -2.757
H 0.383 0.886 -1.874
H 0.077 1.287 -3.302
O 0.863 -1.359 1.200
H 0.736 -1.606 2.116
H 1.521 -1.973 0.875
O 0.102 -0.185 -0.413
H 0.047 -1.015 -0.887
H 0.635 -0.384 0.357
O -0.417 0.211 2.429
H -0.508 1.018 2.936
H 0.175 0.443 1.713
O -1.345 1.100 -0.857
H -2.021 0.422 -0.858
H -0.532 0.627 -0.680
*
```

(y)
Below is a 5-piece molecular cluster, H10O5 overall, with properties calculated with wB97M-V/def2-TZVPD.

Properties
- Gap between HOMO and LUMO: 11.7 eV
- HOMO level: -11.35 eV

```
! RIJCOSX wB97M-V def2-TZVPD def2/J DEFGRID3
* xyz 0 1
O 22.223 -6.638 -20.286
H 23.143 -6.456 -20.479
H 22.245 -7.404 -19.713
O 17.086 -6.325 -22.019
H 17.812 -6.904 -21.789
H 17.480 -5.454 -22.068
O 20.347 -3.127 -22.494
H 20.717 -4.001 -22.372
H 20.365 -2.734 -21.621
O 14.081 -9.755 -24.345
H 14.534 -9.258 -23.664
H 14.185 -9.227 -25.137
O 12.783 -5.146 -21.319
H 13.660 -5.481 -21.129
H 12.527 -4.679 -20.523
*
```

(z)
Below is a 5-piece molecular cluster, H10O5 overall, with properties calculated with wB97M-V/def2-TZVPD.

Properties
- Gap between HOMO and LUMO: 11.5 eV
- HOMO level: -11.19 eV

```
! RIJCOSX wB97M-V def2-TZVPD def2/J DEFGRID3
* xyz 0 1
H 1.496 0.699 -0.827
H 0.639 1.954 -0.787
H 3.144 -3.613 2.953
H 2.694 -2.427 2.116
H -3.071 0.474 1.054
H -3.836 0.480 -0.260
H -0.684 2.257 -3.498
H -0.072 1.208 -2.584
H -0.225 0.134 1.235
H -0.508 -1.209 0.581
O 1.477 1.616 -1.122
O 2.361 -3.220 2.551
O -2.961 0.316 0.109
O 0.090 2.085 -2.951
O -0.544 -0.755 1.431
*
```

Relative energies, in kJ/mol, with the most stable structure set to zero: (w) 551.8; (x) 369.6; (y) 0.0; (z) 42.3.